1.
Density functional theory data (ωB97M-V/def2-TZVPD) for a structure of composition C21H24N4OS2Tc.

CARTESIAN COORDINATES (ANGSTROEM)
Tc -2.22486 1.51303 -1.96467
S -0.07449 0.90256 -2.41078
C 0.58767 0.41061 -0.88696
N 1.81507 -0.02781 -0.77886
C 2.30901 -0.47717 0.53001
C 1.75494 0.40916 1.61144
N 0.29058 0.48198 1.49325
C -0.45119 0.55472 2.77330
C -0.32912 -0.75038 3.51730
C -0.85438 -1.91740 2.96718
C -0.73197 -3.11965 3.64366
C -0.08826 -3.16063 4.87512
C 0.43118 -2.00047 5.42750
C 0.31515 -0.79522 4.74687
C -0.26300 0.48985 0.31118
S -1.98677 0.57281 0.10463
C 2.78033 -0.11426 -1.90000
C 3.90924 0.85974 -1.68381
C 3.65324 2.22923 -1.68772
C 4.68523 3.12786 -1.47472
C 5.97769 2.66225 -1.26145
C 6.23659 1.30050 -1.26259
C 5.20163 0.39774 -1.47013
H 3.39499 -0.40988 0.51338
H 2.01587 -1.52004 0.67630
H 2.15849 1.42302 1.54638
H 1.98533 -0.00594 2.59069
H -1.48362 0.81558 2.55614
H -0.00460 1.37134 3.34268
H -1.37519 -1.88717 2.01497
H -1.14672 -4.02418 3.21967
H 0.00118 -4.09866 5.40585
H 0.92471 -2.02968 6.38926
H 0.71442 0.11261 5.18483
H 2.24702 0.07284 -2.82851
H 3.14599 -1.14211 -1.91933
H 2.64986 2.59770 -1.87731
H 4.48795 4.19123 -1.48836
H 6.78431 3.36503 -1.10310
H 7.24359 0.93828 -1.10708
H 5.40760 -0.66671 -1.48199
O -2.34424 3.11983 -1.81721
C -6.87351 -1.19630 -2.15206
N -6.04892 -0.43526 -3.11064
C -6.61188 -0.15396 -4.44702
C -4.90119 0.01609 -2.77607
N -3.84444 0.41081 -2.47368
H -7.12526 -2.15665 -2.59696
H -7.78140 -0.63439 -1.94114
H -6.31573 -1.35385 -1.23356
H -6.85495 -1.09978 -4.92653
H -5.88228 0.38257 -5.04643
H -7.51087 0.44857 -4.33292

* <S²>: 0.77
* orbital gap (spin up / spin down): 3.91 / 5.21 eV
* charge: +2
* spin multiplicity: 2
* HOMO energy (spin up / spin down): -12.8 / -14.0 eV
* ΔE to the lowest compared entry with this formula, charge and spin: 132.3 kJ/mol

Listed below, in e, are the Mulliken charges computed for each atom: 0.60, 0.18, 0.61, 0.08, -0.72, -0.66, 0.10, -1.50, 0.89, -0.18, -0.75, -0.45, -0.61, -0.33, 0.64, 0.02, -1.47, 0.84, -0.23, -0.73, -0.45, -0.60, -0.32, 0.46, 0.32, 0.32, 0.46, 0.56, 0.41, 0.32, 0.41, 0.40, 0.41, 0.40, 0.58, 0.39, 0.34, 0.41, 0.40, 0.40, 0.40, -0.50, -0.85, -0.01, -0.85, 0.32, -0.49, 0.33, 0.33, 0.34, 0.33, 0.34, 0.33



2.
Density functional theory data (ωB97M-V/def2-TZVPD) for a structure of composition C21H24N4OS2Tc.

CARTESIAN COORDINATES (ANGSTROEM)
Tc -2.22597 1.52513 -1.97613
S -0.06358 0.92721 -2.41780
C 0.58804 0.41843 -0.89738
N 1.81291 -0.02177 -0.78488
C 2.30477 -0.47265 0.52488
C 1.74647 0.41076 1.60550
N 0.28174 0.47931 1.48474
C -0.46141 0.54918 2.76443
C -0.33399 -0.75562 3.50816
C -0.85386 -1.92486 2.95754
C -0.72602 -3.12671 3.63377
C -0.08233 -3.16509 4.86531
C 0.43139 -2.00268 5.41831
C 0.31010 -0.79782 4.73794
C -0.27189 0.48451 0.30385
S -1.99122 0.56470 0.09312
C 2.78278 -0.10827 -1.90298
C 3.91209 0.86363 -1.67967
C 3.65839 2.23353 -1.68283
C 4.69113 3.13002 -1.46452
C 5.98193 2.66184 -1.24689
C 6.23851 1.29962 -1.24889
C 5.20284 0.39897 -1.46163
H 3.39055 -0.40224 0.51100
H 2.01379 -1.51652 0.66758
H 2.14710 1.42587 1.54242
H 1.97623 -0.00502 2.58452
H -1.49469 0.80594 2.54639
H -0.01829 1.36765 3.33386
H -1.37507 -1.89661 2.00552
H -1.13671 -4.03299 3.20956
H 0.01123 -4.10283 5.39584
H 0.92458 -2.02986 6.38031
H 0.70489 0.11175 5.17638
H 2.25356 0.08084 -2.83328
H 3.14656 -1.13675 -1.92178
H 2.65656 2.60410 -1.87653
H 4.49579 4.19374 -1.47770
H 6.78917 3.36301 -1.08461
H 7.24431 0.93545 -1.09022
H 5.40706 -0.66581 -1.47447
O -2.36459 3.13086 -1.82236
C -6.87698 -1.16012 -2.11963
N -6.03886 -0.45077 -3.10562
C -6.60115 -0.19689 -4.44780
C -4.89434 0.01503 -2.77863
N -3.83846 0.41767 -2.48446
H -7.18103 -2.11210 -2.54908
H -7.75444 -0.55671 -1.89419
H -6.30570 -1.33594 -1.21279
H -6.89997 -1.14918 -4.88019
H -5.84875 0.26838 -5.07783
H -7.46514 0.45865 -4.35617

* <S²>: 0.77
* orbital gap (spin up / spin down): 3.86 / 5.18 eV
* charge: +2
* spin multiplicity: 2
* HOMO energy (spin up / spin down): -12.8 / -14.0 eV
* ΔE to the lowest compared entry with this formula, charge and spin: 136.9 kJ/mol

Listed below, in e, are the Mulliken charges computed for each atom: 0.61, 0.17, 0.62, 0.08, -0.71, -0.66, 0.10, -1.50, 0.89, -0.18, -0.74, -0.45, -0.61, -0.33, 0.65, 0.02, -1.48, 0.85, -0.23, -0.73, -0.45, -0.60, -0.32, 0.46, 0.32, 0.32, 0.46, 0.56, 0.41, 0.32, 0.41, 0.40, 0.40, 0.40, 0.58, 0.39, 0.34, 0.41, 0.40, 0.40, 0.40, -0.50, -0.85, -0.01, -0.85, 0.32, -0.48, 0.32, 0.33, 0.34, 0.32, 0.35, 0.34



3.
Density functional theory data (ωB97M-V/def2-TZVPD) for a structure of composition C21H24N5PdSSb.

CARTESIAN COORDINATES (ANGSTROEM)
Pd -0.06803 -0.00032 -0.30131
C 3.09827 0.00078 0.57049
C 3.09467 0.00058 -0.91551
C 4.28197 0.00088 -1.65471
C 4.23997 0.00068 -3.03231
C 3.00897 0.00018 -3.67991
C 1.88597 -0.00012 -2.87481
N 1.91617 0.00008 -1.55851
Sb -0.05683 -0.00062 -4.02161
C -1.02913 -1.69562 -2.93601
C -1.59803 -2.70612 -3.68521
C -2.16703 -3.75882 -2.97321
C -2.13973 -3.74572 -1.59281
C -1.54363 -2.68002 -0.91791
C -1.46123 -2.58012 0.56789
N -0.99903 -1.67782 -1.62221
C -1.02883 1.69488 -2.93651
C -1.59723 2.70538 -3.68571
C -2.16583 3.75838 -2.97421
C -2.13853 3.74558 -1.59351
C -1.54273 2.67988 -0.91861
C -1.46043 2.58018 0.56729
N -0.99863 1.67738 -1.62261
H 4.11747 0.00128 0.95159
H 2.59157 -0.89612 0.94229
H 2.59087 0.89748 0.94199
H 5.22937 0.00118 -1.13171
H 5.14977 0.00078 -3.62541
H 2.93267 -0.00002 -4.75991
H -1.59973 -2.68392 -4.76581
H -2.62133 -4.57912 -3.51801
H -2.57713 -4.55902 -1.03011
H -1.97643 -3.41272 1.04469
H -1.93563 -1.64282 0.90109
H -0.40623 -2.60702 0.87829
H -1.59893 2.68288 -4.76651
H -2.61993 4.57868 -3.51901
H -2.57563 4.55908 -1.03111
H -1.97523 3.41318 1.04399
H -0.40533 2.60658 0.87759
H -1.93523 1.64328 0.90079
S 0.33997 0.00068 2.29479
C 0.09087 0.00008 3.98099
N 1.12207 0.00508 4.82629
C 0.69597 0.00278 6.19789
C -0.82803 -0.00392 6.08559
N -1.05313 -0.00522 4.65869
H 2.09837 0.00928 4.55969
H 1.09167 0.87828 6.73409
H 1.09937 -0.86942 6.73359
H -1.29723 0.87098 6.55639
H -1.28953 -0.88252 6.55699
H -1.98653 -0.00932 4.27169

* <S²>: 6.01
* orbital gap (spin up / spin down): 8.89 / 4.68 eV
* charge: +4
* spin multiplicity: 5
* HOMO energy (spin up / spin down): -20.7 / -20.7 eV

Listed below, in e, are the Mulliken charges computed for each atom: 0.14, -1.33, 0.95, -0.75, -0.60, -0.59, 0.25, 0.31, 0.95, 0.25, -0.62, -0.49, -0.79, 1.01, -1.21, 0.13, 0.25, -0.63, -0.49, -0.79, 1.01, -1.20, 0.13, 0.45, 0.27, 0.27, 0.45, 0.47, 0.43, 0.45, 0.47, 0.47, 0.48, 0.18, 0.27, 0.44, 0.47, 0.47, 0.48, 0.27, 0.19, 0.22, 0.38, -0.10, -0.49, -0.44, -0.08, 0.18, 0.32, 0.32, 0.32, 0.32, 0.20



4.
Density functional theory data (ωB97M-V/def2-TZVPD) for an isolated molecule of C21H24N6OS.

CARTESIAN COORDINATES (ANGSTROEM)
C 3.54355 -2.38572 -7.68175
C 4.57718 -1.46426 -7.04075
O 4.76956 -1.73381 -5.66611
C 3.84006 -1.34737 -4.75214
C 4.06208 -1.77482 -3.45684
C 3.18458 -1.42311 -2.42596
C 2.05216 -0.61817 -2.71612
N 1.17467 -0.25917 -1.75258
C 1.41363 -0.68643 -0.53198
N 2.46144 -1.45115 -0.15856
C 3.32878 -1.81711 -1.05985
C 4.46942 -2.66085 -0.60142
H 4.37832 -2.83018 0.46723
H 4.46357 -3.61663 -1.12233
H 5.41413 -2.16268 -0.81152
N 0.57575 -0.37116 0.49704
C -0.56485 0.37583 0.46709
N -1.31642 0.62108 1.50644
C -1.11229 0.20472 2.75979
N -2.02609 0.56304 3.69495
C -3.19835 1.30508 3.63428
C -3.70280 1.87690 2.47139
C -4.88102 2.59682 2.52161
C -5.58728 2.77174 3.70295
C -5.08441 2.19838 4.87557
C -3.90452 1.47764 4.82571
H -3.51768 1.03504 5.73427
C -5.81217 2.35953 6.17551
H -5.90677 3.41390 6.43326
H -5.28470 1.85311 6.97962
H -6.81735 1.94503 6.10549
C -6.86208 3.55858 3.72016
H -7.09896 3.92767 2.72551
H -7.69110 2.94187 4.06675
H -6.78012 4.41054 4.39481
H -5.26335 3.03683 1.61108
H -3.16599 1.74918 1.54841
H -1.79466 0.21047 4.61727
S 0.15915 -0.72633 3.35854
N -0.93997 0.89032 -0.70900
H -0.34263 0.68278 -1.50862
H -1.77654 1.44207 -0.75454
H 0.81889 -0.73758 1.43999
C 1.84578 -0.18808 -4.03780
C 2.71730 -0.54364 -5.03163
H 2.53231 -0.19202 -6.03461
H 0.98598 0.42753 -4.25225
H 4.92903 -2.38403 -3.25928
H 4.31658 -0.41060 -7.19943
H 5.55945 -1.64316 -7.48671
H 3.83953 -3.42253 -7.54351
H 3.47699 -2.17648 -8.74579
H 2.56304 -2.24683 -7.23245

* orbital gap: 7.30 eV
* charge: 0
* spin multiplicity: 1
* HOMO energy: -7.5 eV
* ΔE to the lowest compared entry with this formula, charge and spin: 0.0 kJ/mol

Listed below, in e, are the Mulliken charges computed for each atom: -1.03, -0.44, -0.47, 0.46, -0.45, 0.88, -0.69, -0.43, 0.28, -0.56, 0.95, -1.29, 0.33, 0.34, 0.34, 0.22, 0.20, -0.23, 0.30, -0.07, 0.58, -0.45, -1.27, 1.05, 0.76, -0.52, 0.29, -1.72, 0.33, 0.38, 0.33, -1.51, 0.37, 0.32, 0.32, 0.30, 0.49, 0.22, -0.66, -0.26, 0.35, 0.15, -0.13, -0.92, -0.38, 0.36, 0.44, 0.48, 0.33, 0.32, 0.30, 0.36, 0.34



5.
Density functional theory data (ωB97M-V/def2-TZVPD) for a cluster of 2 separate species, C21H24NO in total.

CARTESIAN COORDINATES (ANGSTROEM)
C -2.49006 -1.04129 3.48233
O -1.38448 -0.39688 2.78017
C -1.65754 0.53843 1.91818
C -0.72556 1.60515 1.71288
C -1.07504 2.64183 0.81430
C -0.13104 3.60044 0.48330
C 1.16374 3.54122 1.03482
C 1.50015 2.51591 1.93908
C 0.57526 1.54458 2.28190
H -2.04807 -1.67262 4.24659
H -3.13098 -0.25941 3.94153
H -3.09067 -1.65090 2.77640
H -2.70134 0.64679 1.58829
H -2.08013 2.63982 0.36141
H -0.38563 4.40528 -0.22706
H 1.90989 4.27432 0.73453
H 2.51337 2.48717 2.35841
H 0.83841 0.70977 2.94451
C -4.49474 0.75728 -3.37722
C -5.14166 0.60694 -1.98154
C -4.04372 0.08108 -1.04021
N -2.79243 0.21957 -1.77909
C -1.60545 -0.18525 -1.22782
C -1.42221 -0.85352 -0.03692
C 0.00356 -1.36505 0.07720
C 0.67799 -0.69204 -1.11127
C -0.27055 0.04888 -1.82845
C 0.12692 0.91893 -2.85355
C 1.46074 0.90760 -3.25029
C 2.40022 0.09111 -2.60108
C 2.00842 -0.70132 -1.50755
C -2.99337 0.45762 -3.21521
H -4.92718 0.07566 -4.11386
H -4.63351 1.78060 -3.74336
H -5.50089 1.58056 -1.63585
H -5.98733 -0.08526 -1.98936
H -3.98921 0.66783 -0.10820
H -4.22027 -0.97101 -0.74773
H -2.24232 -1.20465 0.59339
H 0.45619 -1.10132 1.04881
H 0.08873 -2.46605 -0.01054
H -0.58606 1.61351 -3.29455
H 1.76236 1.54908 -4.07198
H 3.42729 0.07308 -2.96691
H 2.73901 -1.31505 -0.98030
H -2.66442 -0.40947 -3.82070
H -2.39115 1.32608 -3.54257

* orbital gap: 6.38 eV
* charge: +1
* spin multiplicity: 1
* HOMO energy: -10.8 eV
* ΔE to the lowest compared entry with this formula, charge and spin: 223.2 kJ/mol

Listed below, in e, are the Mulliken charges computed for each atom: -0.67, -0.30, -0.63, 0.89, -0.20, -0.66, -0.44, -0.65, -0.35, 0.30, 0.33, 0.27, 0.74, 0.30, 0.40, 0.43, 0.40, 0.45, -0.71, -0.69, -0.26, 0.32, 0.36, -0.51, -1.05, 0.20, 0.38, -0.36, -0.88, -0.49, -0.68, -0.27, 0.33, 0.29, 0.31, 0.34, -0.05, 0.33, 0.77, 0.27, 0.46, 0.35, 0.44, 0.40, 0.46, 0.33, 0.02



E_tot (Eh)
-1985.495406, -1985.493675, -1853.057733, -1616.676661, -944.326340
Max |F| (eV Å⁻¹)
2.696, 2.958, 3.007, 1.185, 1.155